Entry 1:
The following is a DFT calculation (ωB97M-V/def2-TZVPD) of the molecule C5H12Cl2Si at a distorted geometry.

Each line ends with the Löwdin charge.
Atoms and positions in Å:
C: -1.04 1.80 0.19  -0.12
C: -1.24 -0.16 -1.33  -0.12
C: -1.06 -0.51 1.13  -0.11
C: 2.30 -1.45 0.31  -1.25
C: -0.59 0.36 -0.04  -0.73
Si: 1.32 0.36 -0.20  0.73
Cl: 4.04 -1.20 0.14  0.48
Cl: 1.75 -2.72 -0.78  0.48
H: -0.74 2.45 -0.63  0.08
H: -2.13 1.85 0.27  0.09
H: -0.62 2.20 1.12  0.07
H: -2.32 -0.12 -1.24  0.08
H: -0.95 -1.19 -1.52  0.06
H: -0.94 0.44 -2.18  0.08
H: -0.79 -1.55 0.97  0.07
H: -0.63 -0.17 2.07  0.08
H: -2.15 -0.45 1.22  0.08
H: 2.12 -1.80 1.33  0.00
H: 1.93 1.28 0.75  -0.03
H: 1.75 0.57 -1.58  -0.02

Properties
relative energy (zero: lowest compared OMol25 entry of this formula, charge and spin) = 3.953 eV
Kohn-Sham gap = 10.37 eV
LUMO level = 0.7 eV
net charge = 0
HOMO = -9.68 eV
SMILES string = CC(C)(C)[SiH2]C(Cl)Cl

***

Entry 2:
The following is a DFT calculation (ωB97M-V/def2-TZVPD) of a cluster of 2 separate species, C5H12ClIOSi in total at a distorted geometry.

Each line ends with the Löwdin charge.
Atoms and positions in Å:
C: -0.89 -3.15 0.12  -0.11
C: -0.19 4.20 -0.88  -0.26
C: 0.37 -2.32 0.29  -0.30
C: 0.29 -1.19 1.31  -0.33
C: 1.43 -0.29 1.30  0.03
O: 0.35 3.16 -1.54  -0.44
Si: 0.21 1.54 -1.25  -0.17
Cl: 0.33 0.69 -3.02  0.33
I: -2.24 1.24 -0.51  0.38
H: -0.86 -3.90 -0.54  0.02
H: -0.98 -3.72 1.16  0.12
H: -1.72 -2.59 -0.11  0.03
H: -0.78 3.94 0.10  0.08
H: -0.93 4.74 -1.50  0.09
H: 0.72 4.85 -0.62  0.11
H: 0.39 -1.68 -0.65  0.09
H: 1.23 -3.05 0.09  0.14
H: -0.63 -0.72 0.94  0.02
H: 0.09 -1.69 2.31  0.14
H: 2.38 -0.39 0.90  0.03
H: 1.42 0.31 2.12  0.02

Properties
relative energy (zero: lowest compared OMol25 entry of this formula, charge and spin) = 3.844 eV
Kohn-Sham gap (spin up / spin down) = 8.21 / 6.89 eV
LUMO level (spin up / spin down) = -0.1 / -1.7 eV
net charge = 0
HOMO (spin up / spin down) = -8.29 / -8.55 eV

***

Entry 3:
The following is a DFT calculation (ωB97M-V/def2-TZVPD) of a structure of composition C5H12ClN at a distorted geometry.

Each line ends with the Löwdin charge.
Atoms and positions in Å:
C: -1.65 -0.17 -0.69  -0.09
C: -0.91 -0.53 1.73  -0.13
C: 0.96 0.89 -1.78  -0.05
C: -0.45 -0.55 0.28  -0.45
C: 0.79 0.39 0.10  -0.86
N: 1.99 -0.21 0.56  -0.02
Cl: 0.65 1.95 0.91  0.67
H: -2.61 0.14 -0.13  0.09
H: -1.93 -1.06 -1.35  0.09
H: -1.33 0.64 -1.36  0.04
H: -1.61 0.44 1.99  0.12
H: -0.01 -0.30 2.33  0.04
H: -1.36 -1.55 2.04  0.10
H: 0.70 -0.02 -2.42  0.05
H: 0.49 1.84 -2.18  0.05
H: 2.10 0.93 -1.65  0.05
H: 0.01 -1.45 -0.12  0.12
H: 2.15 -0.20 1.56  0.08
H: 2.02 -1.18 0.20  0.10

Properties
relative energy (zero: lowest compared OMol25 entry of this formula, charge and spin) = 1.456 eV
Kohn-Sham gap = 9.99 eV
LUMO level = 0.9 eV
net charge = 0
HOMO = -9.10 eV

***

Entry 4:
The following is a DFT calculation (ωB97M-V/def2-TZVPD) of the ion C5H12ClN2 with charge +1 at a distorted geometry.

Each line ends with the Löwdin charge.
Atoms and positions in Å:
C: -0.22 -0.53 0.60  -0.22
C: -0.52 -1.26 1.83  -0.07
C: 3.28 -0.27 -1.19  -0.18
C: -0.84 1.13 -1.15  0.00
C: -2.54 0.42 0.25  0.01
N: 2.49 0.70 -0.49  -0.49
N: -1.09 0.26 -0.03  -0.18
Cl: 1.71 0.24 0.80  1.03
H: -1.43 -1.02 2.33  0.08
H: 0.22 -1.23 2.63  0.10
H: -0.53 -2.29 1.65  0.09
H: 3.75 -1.02 -0.59  0.07
H: 2.53 -0.71 -1.95  0.13
H: 4.04 0.20 -1.63  0.04
H: -1.45 0.82 -1.87  0.06
H: 0.26 1.02 -1.35  0.10
H: -0.99 2.13 -0.80  0.12
H: -2.69 1.26 0.97  0.13
H: -3.03 -0.44 0.72  0.10
H: -2.94 0.59 -0.74  0.09

Properties
relative energy (zero: lowest compared OMol25 entry of this formula, charge and spin) = 5.527 eV
Kohn-Sham gap (spin up / spin down) = 8.30 / 7.64 eV
LUMO level (spin up / spin down) = -5.1 / -5.4 eV
net charge = +1
HOMO (spin up / spin down) = -13.41 / -13.00 eV

***

Entry 5:
The following is a DFT calculation (ωB97M-V/def2-TZVPD) of a structure of composition C5H12CuO7 at a distorted geometry.

Each line ends with the Löwdin charge.
Atoms and positions in Å:
Cu: -0.33 -0.38 0.08  0.39
C: -2.71 -1.87 -0.60  -1.15
O: -1.63 -2.41 -0.89  -0.14
O: -3.67 -2.21 -1.35  -0.19
O: -2.77 -1.00 0.27  -0.13
C: 1.51 -0.77 -2.13  -0.23
C: 0.65 0.30 -2.81  -0.21
O: -0.60 0.39 -2.13  -0.07
O: 1.85 -0.38 -0.83  -0.07
H: 2.43 -1.00 -2.66  0.12
H: 0.95 -1.70 -2.10  0.13
H: 0.42 0.07 -3.84  0.12
H: 1.06 1.31 -2.76  0.11
H: -1.28 0.63 -2.76  0.11
H: 2.64 0.16 -0.84  0.10
C: -0.15 0.12 3.04  -0.21
C: 0.09 1.58 2.59  -0.24
O: 0.11 1.69 1.18  -0.06
O: 0.52 -0.81 2.20  -0.05
H: -1.22 0.01 2.89  0.13
H: 0.31 0.09 4.03  0.12
H: 0.98 1.93 3.11  0.11
H: -0.73 2.18 2.97  0.12
H: 0.13 2.64 1.02  0.10
H: 1.45 -0.58 2.30  0.10

Properties
relative energy (zero: lowest compared OMol25 entry of this formula, charge and spin) = 1.649 eV
Kohn-Sham gap = 2.95 eV
LUMO level = 2.1 eV
net charge = -1
HOMO = -0.80 eV

***

Entry 6:
The following is a DFT calculation (ωB97M-V/def2-TZVPD) of a structure of composition C5H12F2NO9S2Y at a distorted geometry.

Each line ends with the Löwdin charge.
Atoms and positions in Å:
Y: -0.03 0.03 0.53  1.55
O: 0.68 2.35 1.02  -0.40
C: 2.10 2.34 1.16  -0.41
C: 2.80 0.95 1.64  -0.37
O: 2.28 -0.27 1.08  -0.45
H: 2.39 3.03 1.95  0.06
H: 2.57 2.72 0.26  0.06
H: 2.63 0.98 2.72  0.06
H: 3.89 0.97 1.67  0.06
O: -2.09 1.40 0.62  -0.42
C: -3.03 0.77 1.49  -0.38
C: -2.37 -0.10 2.71  -0.35
O: -1.07 -0.73 2.55  -0.46
H: -3.62 0.11 0.85  0.05
H: -3.75 1.51 1.85  0.06
H: -3.08 -0.85 3.07  0.05
H: -2.25 0.48 3.62  0.06
N: -0.11 0.15 -1.63  -0.36
S: 0.68 0.60 -2.91  0.40
O: 0.24 1.82 -3.53  -0.25
O: 1.42 -0.35 -3.65  -0.26
F: 1.90 1.18 -2.09  -0.18
S: -1.37 -0.42 -2.72  0.62
O: -1.08 -1.57 -3.56  -0.28
O: -2.23 0.62 -3.32  -0.27
F: -2.28 -1.07 -1.54  -0.20
C: 1.03 -2.70 -0.88  -0.16
O: 0.11 -2.37 0.11  -0.19
H: 0.50 -3.20 -1.70  0.08
H: 1.48 -1.83 -1.37  0.06
H: 1.82 -3.33 -0.48  0.09
H: -0.16 -3.22 0.48  0.11

Properties
relative energy (zero: lowest compared OMol25 entry of this formula, charge and spin) = 0.116 eV
Kohn-Sham gap = 5.70 eV
LUMO level = 4.7 eV
net charge = -2
HOMO = -0.96 eV

***

Entry 7:
The following is a DFT calculation (ωB97M-V/def2-TZVPD) of the molecule C5H12F3NSi at a distorted geometry.

Each line ends with the Löwdin charge.
Atoms and positions in Å:
C: 0.07 -1.35 2.11  -0.13
C: -1.19 -0.26 2.01  -0.34
N: -0.96 0.60 0.78  -0.22
Si: -1.64 -0.13 -0.72  0.60
C: -0.22 -0.01 -2.07  -0.32
C: 1.26 -0.08 -1.36  -0.14
C: 1.89 1.37 -0.92  -0.22
F: 3.35 1.32 -1.28  -0.03
F: 1.88 1.61 0.57  -0.03
F: 1.29 2.55 -1.59  0.01
H: 1.03 -0.73 1.78  0.07
H: -0.13 -2.25 1.39  0.07
H: 0.22 -1.64 3.23  0.08
H: -1.09 0.45 2.96  0.12
H: -2.24 -0.77 2.06  0.10
H: -1.25 1.59 0.92  0.08
H: -2.78 0.59 -1.27  -0.06
H: -2.01 -1.51 -0.43  -0.04
H: -0.36 0.95 -2.73  0.08
H: -0.40 -0.94 -2.81  0.09
H: 1.27 -0.84 -0.45  0.11
H: 2.01 -0.54 -2.17  0.14

Properties
Kohn-Sham gap = 10.14 eV
LUMO level = 0.8 eV
net charge = 0
HOMO = -9.34 eV
SMILES string = CCN[SiH2]CCC(F)(F)F

***

Entry 8:
The following is a DFT calculation (ωB97M-V/def2-TZVPD) of the ion C5H12FNO2PS with charge +1 at a distorted geometry.

Each line ends with the Löwdin charge.
Atoms and positions in Å:
C: 2.24 -1.51 0.63  0.02
C: 1.87 -0.30 -0.18  -0.44
F: 2.90 0.53 -0.22  0.05
N: 0.64 0.41 0.38  -0.18
C: -0.57 -0.24 -0.21  -0.18
C: -1.84 0.02 0.60  -0.06
C: -3.02 -0.18 -0.32  -0.55
O: -3.77 0.66 -0.57  0.23
O: -3.13 -1.44 -0.84  0.10
P: 0.73 2.18 -0.09  0.47
S: 0.81 2.43 -1.99  0.30
H: 2.51 -1.25 1.64  0.10
H: 1.45 -2.25 0.60  0.09
H: 3.07 -1.96 0.12  0.11
H: 1.61 -0.62 -1.17  0.15
H: 0.65 0.30 1.40  0.17
H: -0.44 -1.31 -0.32  0.13
H: -0.70 0.16 -1.20  0.10
H: -1.94 -0.70 1.39  0.14
H: -1.88 1.02 1.01  0.11
H: -2.69 -1.44 -1.70  0.13
H: -0.39 2.81 0.51  0.01
H: 1.89 2.68 0.51  0.01

Properties
Kohn-Sham gap = 9.88 eV
LUMO level = -3.6 eV
net charge = +1
HOMO = -13.44 eV
SMILES string = C[C@H](F)[N@H+](CCC(=O)O)[PH2]=S

***

Entry 9:
The following is a DFT calculation (ωB97M-V/def2-TZVPD) of the molecule C5H12FOP at a distorted geometry.

Each line ends with the Löwdin charge.
Atoms and positions in Å:
C: 2.39 -1.27 -0.29  -0.09
C: -2.83 0.92 0.54  -0.30
C: 1.25 -0.84 0.66  -0.15
C: 0.51 0.54 0.24  -0.35
C: -0.60 0.59 -0.92  -0.34
O: 1.49 1.46 -0.20  -0.07
F: -1.73 -1.43 0.33  -0.33
P: -2.18 -0.29 -0.71  0.84
H: 1.98 -1.56 -1.25  0.09
H: 3.27 -0.70 -0.35  0.06
H: 2.62 -2.21 0.12  0.05
H: -3.74 0.41 0.93  0.03
H: -2.14 1.10 1.36  0.02
H: -3.19 1.82 -0.04  0.05
H: 1.53 -0.80 1.67  0.09
H: 0.59 -1.61 0.41  0.06
H: 2.19 1.01 -0.70  0.08
H: -0.13 0.99 1.12  0.14
H: -0.32 0.24 -1.86  0.03
H: -0.95 1.61 -1.06  0.07

Properties
relative energy (zero: lowest compared OMol25 entry of this formula, charge and spin) = 1.395 eV
Kohn-Sham gap = 9.85 eV
LUMO level = 0.9 eV
net charge = 0
HOMO = -8.94 eV
SMILES string = CC[C@@H](O)CP(C)F

***

Entry 10:
The following is a DFT calculation (ωB97M-V/def2-TZVPD) of the molecule C5H12FP at a distorted geometry.

Each line ends with the Löwdin charge.
Atoms and positions in Å:
C: -0.96 0.21 -0.07  -0.49
C: -1.64 -1.05 -0.61  -0.16
C: 1.68 1.25 0.82  -0.18
C: -1.65 1.55 -0.15  -0.12
C: 1.22 -1.68 0.32  -0.22
F: 1.75 0.10 -1.59  -0.36
P: 0.72 -0.03 -0.12  0.86
H: -1.40 -1.25 -1.62  0.06
H: -2.74 -1.13 -0.52  0.08
H: -1.25 -1.76 0.09  0.03
H: 1.11 1.68 1.57  0.00
H: 2.47 0.66 1.33  0.05
H: 1.88 2.15 0.09  0.10
H: -2.46 1.75 0.47  0.04
H: -0.98 2.28 0.19  0.03
H: -1.94 1.64 -1.24  0.10
H: 2.14 -1.87 -0.24  0.04
H: 1.37 -1.96 1.39  0.08
H: 0.67 -2.54 -0.10  0.06

Properties
relative energy (zero: lowest compared OMol25 entry of this formula, charge and spin) = 1.043 eV
Kohn-Sham gap = 8.31 eV
LUMO level = 0.8 eV
net charge = 0
HOMO = -7.47 eV
SMILES string = CC(C)=P(C)(C)F

***

Entry 11:
The following is a DFT calculation (ωB97M-V/def2-TZVPD) of the molecule C5H12FP at a distorted geometry.

Each line ends with the Löwdin charge.
Atoms and positions in Å:
C: -0.66 0.77 0.48  -0.42
C: -0.86 1.68 1.74  -0.15
C: -0.44 -1.61 -0.99  -0.21
C: -0.68 1.62 -0.80  -0.17
C: 2.07 -1.43 -0.11  -0.20
F: -0.16 -1.44 1.44  -0.18
P: 0.41 -0.65 0.27  0.70
H: -1.93 1.53 1.92  0.06
H: -0.71 2.82 1.49  0.09
H: -0.19 1.47 2.62  0.07
H: -0.24 -2.67 -0.91  0.05
H: -1.52 -1.38 -0.80  0.07
H: -0.15 -1.27 -2.00  0.06
H: -1.48 1.18 -1.30  0.04
H: -0.83 2.63 -0.74  0.03
H: 0.22 1.36 -1.38  0.06
H: 2.05 -1.23 -1.16  0.01
H: 2.97 -0.87 0.21  0.05
H: 2.12 -2.50 0.02  0.04

Properties
relative energy (zero: lowest compared OMol25 entry of this formula, charge and spin) = 2.092 eV
Kohn-Sham gap = 7.52 eV
LUMO level = 0.7 eV
net charge = 0
HOMO = -6.80 eV
SMILES string = CC(C)=P(C)(C)F

***

Entry 12:
The following is a DFT calculation (ωB97M-V/def2-TZVPD) of a structure of composition C5H12GaO3 at a distorted geometry.

Each line ends with the Mulliken spin population.
Atoms and positions in Å:
C: 1.55 2.35 0.43  0.00
H: 0.92 2.52 -0.46  0.00
H: 0.91 2.33 1.32  0.00
H: 2.12 1.42 0.35  0.00
O: 2.45 3.45 0.58  0.05
C: 3.53 3.47 -0.26  0.00
H: 4.20 2.61 -0.05  0.00
H: 3.25 3.62 -1.31  0.00
O: 2.42 6.23 1.92  0.05
C: 2.37 6.47 0.69  0.00
C: 4.40 4.99 0.20  0.02
O: 4.67 4.83 1.59  0.05
C: 5.81 5.54 2.06  0.00
Ga: 2.98 4.55 2.56  0.84
H: 2.56 7.50 0.33  0.00
H: 1.81 5.78 0.04  0.00
H: 4.48 6.04 -0.09  0.00
H: 5.31 4.74 -0.37  0.00
H: 6.04 5.16 3.06  0.00
H: 6.66 5.36 1.39  0.00
H: 5.59 6.61 2.09  0.00

Properties
relative energy (zero: lowest compared OMol25 entry of this formula, charge and spin) = 0.000 eV
Kohn-Sham gap (spin up / spin down) = 9.52 / 7.91 eV
LUMO level (spin up / spin down) = -9.3 / -11.6 eV
net charge = +2
HOMO (spin up / spin down) = -18.83 / -19.50 eV
expectation value of S² = 0.752
spin multiplicity = 2